{"formula": "C5H13N5", "method": "wB97M-V/def2-TZVPD", "symbols": ["C", "H", "N", "H", "H", "C", "N", "N", "H", "H", "H", "N", "N", "H", "H", "H", "H", "C", "H", "H", "C", "H", "C"], "positions_angstrom": [[1.094, 0.958, -2.265], [0.456, 0.598, -3.075], [-1.568, -0.392, -1.490], [3.011, -0.786, 0.665], [-1.127, -1.289, -1.274], [-0.375, -1.210, 2.343], [2.132, -1.192, 0.954], [-0.207, -0.888, 0.938], [2.053, -2.194, 0.871], [1.175, 2.044, -2.370], [-2.247, 0.939, 0.784], [1.331, 0.843, 0.184], [-0.862, 0.572, -0.754], [0.193, -2.099, 2.637], [2.096, 0.536, -2.363], [-2.531, -0.466, -1.169], [-2.229, 2.132, -0.530], [0.556, 0.617, -0.893], [-0.090, -0.369, 2.988], [-0.877, 2.081, 0.665], [-1.601, 1.493, 0.098], [-1.425, -1.468, 2.513], [1.043, -0.457, 0.543]], "forces_ev_per_a": [[0.007, -1.183, -0.330], [0.021, -0.008, 0.120], [0.313, -0.082, -0.769], [0.070, -0.199, 0.103], [-0.288, 0.225, 0.271], [0.489, -1.233, -0.558], [0.164, 0.500, -0.757], [1.541, 0.720, -1.002], [-0.012, 0.093, 0.193], [-0.062, -0.074, 0.356], [0.131, 0.023, 0.123], [-0.345, -0.551, -2.167], [2.067, 0.810, -0.539], [0.112, 0.004, 0.440], [-0.069, 0.094, -0.128], [0.302, 0.322, 0.129], [0.114, 0.056, -0.059], [-2.477, 3.225, -1.174], [0.040, 0.004, -0.006], [-0.180, -0.067, -0.112], [0.193, -0.847, 0.211], [0.084, 0.192, -0.027], [-2.215, -2.024, 5.684]], "homo_energy_ev": -6.98, "gap_ev": 7.2, "lumo_ev": 0.2, "spin_multiplicity": 1}